Molecular formula: C2H5NO3
Method: DFT, wB97M-V/def2-TZVPD

Geometry as XYZ:
```
11
Properties=species:S:1:pos:R:3:forces:R:3
N -1.083146 1.273607 0.140024 0.086 -0.662 0.483
C -2.051392 0.287610 -0.064247 1.293 1.964 0.811
O -3.170302 0.539976 -0.388198 -1.468 0.270 -0.526
H -1.433024 2.221348 0.359069 0.440 -1.040 -0.414
H -0.150715 0.985448 0.495311 -1.101 0.434 -0.285
H -1.766956 -0.716014 0.171525 0.812 -0.955 -0.052
O 1.876932 0.031197 1.094110 1.489 -3.583 -3.032
C 2.113407 -0.858922 0.228919 -4.812 5.039 2.780
O 1.125050 -0.948672 -0.779559 4.009 -1.051 -0.875
H 2.891104 -1.569413 0.352329 0.871 -0.783 -0.541
H 1.649041 -1.246165 -1.609282 -1.620 0.366 1.650
```
Forces are in eV/Å.

Its HOMO energy is -9.65 eV. The calculation puts the frontier orbital gap at 9.8 eV. The structure (SMILES) is NC=O.O=CO. For the energy, the calculation gives -9787.10381 eV.


Molecular formula: H68O34
Method: DFT, wB97M-V/def2-TZVPD

Geometry as XYZ:
```
102
Properties=species:S:1:pos:R:3:forces:R:3
O -5.961425 1.149085 0.670002 -0.411 -0.146 -0.415
H -5.944642 0.202281 0.530359 -0.074 -0.293 -0.117
H -5.287460 1.306117 1.331331 0.482 0.510 0.432
O 1.307928 -4.719583 1.078894 -0.625 -0.186 -0.153
H 1.792401 -3.971238 1.427466 0.550 0.402 0.660
H 1.892497 -5.099493 0.423015 0.079 -0.214 -0.249
O 2.902223 -1.725872 -4.579694 -0.286 -0.482 0.219
H 3.633382 -2.128706 -4.111324 0.421 0.144 0.102
H 2.851726 -2.207376 -5.405428 -0.172 -0.080 -0.297
O -4.887385 -1.809682 0.914102 -0.457 0.312 0.045
H -5.384075 -2.237071 1.611868 -0.204 -0.112 0.142
H -4.620795 -2.524943 0.336550 0.244 -0.787 -0.241
O 5.776465 0.527027 0.380263 0.778 0.338 0.319
H 4.969073 1.040901 0.363031 -0.384 0.147 -0.027
H 5.496008 -0.352133 0.634541 -0.140 -0.364 -0.123
O 1.720255 3.729295 1.049837 0.012 0.145 -0.464
H 1.919261 4.647459 1.233133 -0.157 0.449 -0.004
H 2.159484 3.244417 1.748566 -0.068 -0.559 0.278
O 0.329455 0.442460 0.265590 -0.074 0.085 0.964
H 0.645096 0.067463 -0.556590 0.333 -0.023 -0.554
H -0.619458 0.320158 0.236460 -0.641 0.147 -0.051
O -2.289003 3.797925 -4.161993 -0.136 0.537 -0.116
H -2.456966 3.416476 -5.023690 -0.117 -0.075 -0.137
H -1.824468 3.112077 -3.682355 0.297 -0.331 0.056
O -1.131582 3.357820 1.365804 -0.410 0.040 -0.624
H -0.332656 3.519959 0.864148 0.646 -0.031 -0.370
H -0.887499 2.676464 1.992234 0.012 -0.325 0.361
O 3.065347 0.883480 -4.284205 -0.260 0.542 -0.004
H 2.621094 0.064225 -4.502580 0.029 -0.396 -0.120
H 2.762813 1.504536 -4.946771 0.115 0.289 -0.164
O 1.598368 -0.342914 2.663502 -0.208 -0.313 0.910
H 1.245789 -0.005169 1.840187 -0.352 0.336 -1.304
H 1.912690 0.433664 3.126495 0.123 0.238 -0.019
O 3.093945 2.227075 3.043908 -0.281 -0.096 -0.020
H 3.339468 1.725999 3.821641 0.282 -0.056 0.255
H 3.553296 3.061231 3.140952 0.377 0.201 0.098
O -5.014685 2.470561 -2.799306 -0.353 -0.262 -0.471
H -4.160010 2.229657 -2.441885 0.330 0.145 0.285
H -5.568545 2.601090 -2.029614 -0.069 0.020 0.321
O -1.393035 5.552788 2.817831 0.172 1.035 0.653
H -1.069833 4.863811 2.237237 -0.222 -0.474 -0.301
H -1.952128 5.094968 3.445549 -0.177 -0.067 0.030
O 0.235381 -3.393620 -1.281935 -1.144 0.762 0.057
H 1.137900 -3.710861 -1.314429 0.437 -0.283 -0.172
H 0.018757 -3.381267 -0.349656 -0.096 -0.244 0.204
O 1.553748 -0.892721 -1.764789 0.285 0.347 0.138
H 0.963715 -1.629771 -1.607158 -0.544 -0.821 0.008
H 2.010437 -1.119881 -2.574765 0.070 0.180 -0.441
O -3.740073 -0.843128 -2.137929 -0.061 0.089 0.160
H -3.890642 -1.392476 -1.368655 0.032 -0.060 0.161
H -4.612602 -0.543890 -2.393633 -0.249 0.349 -0.293
O -0.253297 -1.737917 4.483398 -0.323 -0.064 0.446
H 0.150034 -1.368929 3.697647 0.521 0.349 -0.389
H -0.384610 -2.662675 4.274079 0.128 -0.303 0.058
O -2.654894 -0.403420 0.698374 0.563 0.739 -0.029
H -3.583618 -0.629406 0.749754 -0.459 -0.113 0.286
H -2.198314 -1.236262 0.817332 0.393 -0.390 0.056
O -1.321418 -2.708816 1.339590 0.375 -0.126 -0.543
H -0.441044 -3.012360 1.561037 0.464 -0.230 -0.007
H -1.770739 -2.640646 2.182021 -0.748 0.086 0.651
O 2.602086 -2.781045 2.582525 0.228 -0.840 -0.278
H 2.956894 -3.001596 3.443747 0.168 -0.299 0.135
H 2.363264 -1.856641 2.650926 -0.306 1.047 -0.070
O -3.305379 -4.253754 -0.076323 -0.532 0.189 -0.029
H -2.464497 -3.810786 0.037441 0.482 0.190 0.351
H -3.152983 -4.879840 -0.784153 -0.107 -0.174 -0.259
O -2.784118 1.988785 -0.666474 -0.194 0.130 -0.716
H -3.047913 1.279613 -0.080203 0.020 -0.358 0.002
H -2.317708 2.605596 -0.102339 0.275 0.547 0.434
O -4.155628 2.093051 2.696161 -0.774 0.102 -0.225
H -3.215465 1.913422 2.688650 0.612 -0.131 -0.013
H -4.492550 1.577795 3.429116 -0.107 -0.020 0.267
O -1.534441 1.382772 3.164117 0.224 0.077 0.136
H -1.420857 1.252473 4.105575 0.067 0.017 0.375
H -1.196201 0.579634 2.768154 -0.076 -0.483 -0.306
O -1.568302 -2.094781 -3.141245 0.523 -0.069 -0.322
H -1.277823 -2.652334 -2.419441 0.410 -0.275 0.112
H -2.188032 -1.485774 -2.739666 -0.618 0.273 -0.124
O 1.396727 2.806425 -2.389989 0.635 0.435 0.391
H 0.590033 2.296280 -2.462326 -0.706 -0.123 -0.025
H 1.839886 2.674787 -3.228150 0.245 -0.099 -0.019
O -2.981393 -2.107562 3.504971 -0.015 -0.131 -0.065
H -2.755589 -2.406753 4.385718 0.203 0.037 0.322
H -3.867026 -1.754746 3.591061 -0.209 0.131 -0.202
O 3.205440 1.069655 -0.495718 0.217 0.050 0.496
H 2.509738 0.516141 -0.850477 -0.025 -0.205 -0.293
H 2.838148 1.953510 -0.506968 -0.303 0.278 -0.284
O -1.072513 1.632009 -2.783551 0.620 -0.153 -0.596
H -1.759284 1.672661 -2.118017 -0.699 0.100 1.024
H -0.866737 0.700274 -2.859450 0.024 -0.435 -0.264
O 2.540283 -4.262056 -1.893390 0.699 -0.253 -0.038
H 2.494460 -4.830931 -2.661831 -0.207 -0.260 -0.264
H 3.436158 -3.924980 -1.897412 0.252 0.135 0.143
O 4.856235 -2.209606 0.442443 0.143 -0.277 0.034
H 4.802476 -2.490180 -0.471130 0.218 0.240 -0.258
H 3.980267 -2.368336 0.794182 -0.358 -0.029 0.449
O 5.316705 0.755277 -2.624174 0.461 -0.389 -0.303
H 4.459826 0.696810 -3.046755 -0.241 0.319 -0.255
H 5.122908 1.015223 -1.723566 0.072 -0.051 0.426
O 4.576762 3.704290 0.011327 0.289 -0.173 0.042
H 3.622912 3.773949 0.050783 -0.487 0.081 -0.113
H 4.892093 4.393032 0.596510 0.224 0.187 0.043
```
Forces are in eV/Å.

Its HOMO energy is -9.48 eV. The calculation puts the frontier orbital gap at 8.6 eV. For the energy, the calculation gives -70722.42794 eV.


Molecular formula: C8H12NO5P
Method: DFT, wB97M-V/def2-TZVPD

Geometry as XYZ:
```
27
Properties=species:S:1:pos:R:3:forces:R:3
C 1.674890 -1.182797 -2.011453 1.525 -0.973 -0.459
C 0.889350 0.115285 -2.018939 0.276 -0.421 -1.070
C 0.394335 -2.853732 1.493628 -1.401 1.710 -0.611
C -1.761433 0.234656 2.063387 1.295 -0.306 0.738
C -1.730605 -1.254568 1.848465 3.397 -1.694 -1.512
C -0.601701 0.773107 1.173556 0.811 -1.101 0.337
C -0.215313 -1.427370 1.324485 -0.736 -1.141 1.600
C 1.018582 1.021310 -1.067540 -0.760 2.714 -2.236
N 0.395797 -0.384812 1.019515 -0.868 1.315 0.872
O 1.222062 -2.879328 2.401421 0.978 -0.893 0.646
O 0.915800 3.623493 -0.103931 -0.746 -0.632 0.027
O -1.211284 2.755374 -1.508774 1.639 -0.029 -2.210
O -0.154426 -3.723856 0.791731 0.213 -0.737 -0.111
O 1.164018 3.252600 -2.642372 -1.366 -0.651 1.222
P 0.542590 2.810638 -1.304851 0.140 0.481 -1.896
H 1.161865 -1.857609 -2.762172 0.643 0.094 1.244
H 2.783327 -1.092637 -2.425466 -2.084 0.273 0.565
H 0.263574 0.287240 -2.978303 0.908 -0.071 1.833
H -2.723903 0.651643 1.856853 -0.494 0.726 -0.020
H -1.449627 0.366164 3.132152 -0.624 0.194 -0.692
H -1.698514 -1.888193 2.706188 -0.525 -0.185 1.019
H -2.121292 -1.904273 1.057939 -1.373 0.925 -0.163
H -0.987394 0.810585 0.165234 -0.086 1.202 -0.183
H -0.028584 1.668051 1.558920 -1.075 -0.742 -0.780
H 1.857809 -1.640795 -0.964931 -0.883 0.633 -1.689
H 1.704042 1.037324 -0.279791 0.889 -0.923 1.077
H -1.303963 2.682503 -2.524951 0.307 0.232 2.454
```
Forces are in eV/Å.

Its HOMO energy is -1.68 eV. The calculation puts the frontier orbital gap at 7.5 eV. Its net charge is -2. For the energy, the calculation gives -29508.03190 eV.


Molecular formula: C4H9N2
Method: DFT, wB97M-V/def2-TZVPD

Geometry as XYZ:
```
15
Properties=species:S:1:pos:R:3:forces:R:3
C 2.025978 -1.120619 -0.628852 -1.679 -0.676 2.158
N 1.988086 0.012673 -0.052287 -0.612 -1.625 -1.033
C 1.374282 0.975227 0.431526 -0.796 -0.390 -0.368
C -0.265616 1.204064 0.079019 2.803 1.617 0.499
N -0.922335 0.116928 -0.366550 0.150 -1.628 -0.270
C -1.899918 -0.673388 0.371614 0.650 2.929 1.524
H 2.581173 -1.299436 -1.497247 0.753 0.207 -1.370
H 1.493192 -2.032967 -0.187328 1.000 1.477 -0.170
H 1.942480 1.562796 1.122372 -0.106 0.623 0.622
H -0.532122 1.554427 1.063499 -0.588 0.281 0.334
H -0.174580 2.041809 -0.637532 -0.440 -0.313 0.376
H -1.176254 0.161805 -1.300649 -0.213 0.185 -1.934
H -1.474703 -1.504437 0.847760 0.722 -0.926 1.188
H -2.383558 0.071803 1.054996 -0.033 -1.278 -0.146
H -2.576103 -1.070686 -0.300338 -1.611 -0.484 -1.410
```
Forces are in eV/Å.

Its HOMO energy (alpha / beta) is -13.67 / -13.67 eV. The calculation puts the frontier orbital gap (alpha / beta) at 8.5 / 8.5 eV. The structure (SMILES) is C=[N+]=CCNC. Its net charge is +1. For the energy, the calculation gives -7264.74752 eV.